No. 1
DFT (ωB97M-V/def2-TZVPD) results for C9H9N3OS in the gas phase.

Structure (XYZ):
```
23
Properties=species:S:1:pos:R:3:lowdin_charge:R:1
S -4.266 0.673 0.232 0.96
O 1.168 -2.364 -0.192 -0.10
N 0.253 -1.481 0.023 -0.18
N 2.140 1.583 0.532 0.10
N 0.055 0.868 0.729 0.12
C -3.239 -0.671 0.643 -0.36
C 2.119 0.255 0.174 -0.25
C 0.813 -0.206 0.278 -0.18
C -3.109 1.149 -0.998 -0.37
C -1.059 -1.722 0.014 0.03
C -2.073 -0.696 -0.091 -0.39
C 0.817 1.889 0.910 -0.15
C -2.040 0.280 -1.037 -0.19
C 3.292 -0.561 -0.257 -0.02
H 3.134 2.039 0.577 0.21
H 3.588 -0.126 -1.233 0.09
H -1.247 -2.821 0.155 0.16
H -1.283 0.362 -1.856 0.14
H 3.095 -1.586 -0.464 0.05
H -3.032 2.082 -1.399 0.03
H 4.030 -0.412 0.568 0.10
H -3.689 -1.349 1.498 0.12
H 0.534 2.816 1.194 0.08
```

Computed properties:
HOMO   -7.831 eV
LUMO   0.268 eV
Relative energy (zero: lowest compared OMol25 entry of this formula, charge and spin)   72.68 kcal per mole



No. 2
DFT (ωB97M-V/def2-TZVPD) results for C51H65GeN4O3PTl as an isolated structure.

Structure (XYZ):
```
126
Properties=species:S:1:pos:R:3:lowdin_spin:R:1
Tl -0.447 0.148 -0.236 0.00
Ge -1.130 0.422 3.108 0.00
P -2.401 1.107 -2.681 0.00
O -1.251 -0.939 1.565 0.00
O -0.600 1.690 1.562 0.00
O 0.567 -0.064 3.572 0.00
N 0.344 -1.257 -1.798 0.01
N 1.741 0.823 -0.619 0.00
N -2.131 0.584 -1.249 0.00
N 1.288 -5.821 -0.258 0.03
C -1.202 2.962 1.450 0.00
C -0.545 3.720 0.291 0.00
C -3.809 -1.194 -3.241 0.00
C 3.236 4.754 -2.074 0.00
C -5.895 -1.335 -4.407 0.00
C -1.109 1.131 -3.985 0.00
C 1.483 -2.890 0.449 0.61
C -2.276 -2.545 0.108 0.01
C -0.104 -2.186 -2.638 0.00
C 1.097 1.850 -4.622 0.00
C 2.263 0.181 -1.617 0.00
C -4.775 0.780 -4.200 0.00
C -0.324 0.756 -6.221 0.00
C -1.960 -2.989 2.551 0.00
C 3.285 -1.526 1.126 0.03
C 0.791 -2.386 -3.690 0.00
C -3.769 0.176 -3.458 0.00
C -3.643 -1.278 1.756 0.00
C 1.852 -1.526 -3.465 0.00
C -1.320 0.643 -5.267 0.00
C 1.737 -4.790 -1.179 0.02
C 4.620 4.774 -2.097 0.00
C 0.878 1.368 -5.903 0.00
C 2.565 3.767 -1.378 0.00
C -4.737 4.289 -1.808 0.00
C 3.261 2.794 -0.669 0.00
C -0.972 3.752 2.748 0.00
C 3.616 -3.233 -0.530 0.03
C 0.106 1.723 -3.666 0.00
C 2.321 -1.091 4.804 0.00
C 2.150 1.404 4.613 0.00
C 5.325 3.786 -1.432 0.00
C -3.014 2.835 -2.647 0.00
C 0.481 0.125 5.984 0.00
C 0.160 -5.374 0.509 0.07
C 2.541 1.750 0.151 0.00
C -2.308 3.937 -3.102 0.00
C -2.827 5.210 -2.930 0.00
C 2.363 -6.357 0.548 0.00
C 4.112 -2.197 0.244 -0.02
C -4.040 5.386 -2.288 0.00
C -4.863 -1.951 -3.717 0.00
C 1.937 -1.866 1.236 0.08
C -5.842 0.027 -4.659 0.00
C 2.273 -3.587 -0.435 0.07
C 4.649 2.809 -0.719 0.00
C -2.273 -1.917 1.504 0.00
C 1.352 0.098 4.723 0.00
C -4.222 3.019 -1.983 0.00
C -2.706 2.839 1.182 0.00
C 1.552 -0.822 -2.288 0.00
H -2.010 -2.553 3.546 0.00
H 1.647 1.463 -6.654 0.00
H -1.269 4.789 2.611 0.00
H -0.213 0.962 5.923 0.00
H -2.261 0.178 -5.519 0.00
H 2.675 5.514 -2.599 0.00
H -1.282 -2.917 -0.124 0.01
H 2.512 -5.208 -1.829 0.00
H 3.157 -6.702 -0.113 0.00
H -1.560 3.316 3.555 0.00
H 1.985 -7.206 1.114 0.00
H -4.439 -1.983 1.528 0.00
H -4.720 1.838 -4.416 0.00
H -4.886 -3.017 -3.547 0.00
H 5.146 5.557 -2.622 0.00
H -0.631 3.119 -0.615 0.00
H 1.305 -1.349 1.942 0.01
H -0.095 -0.796 6.043 0.00
H 2.965 -1.101 3.928 0.00
H -2.551 -1.779 -0.615 0.00
H -3.210 2.438 2.059 0.00
H 2.871 1.501 5.423 0.00
H -2.285 6.065 -3.306 0.00
H -1.047 4.669 0.118 0.00
H 4.265 -3.773 -1.208 0.00
H 0.884 -4.500 -1.800 0.00
H 2.029 2.337 -4.374 0.00
H 1.085 0.224 6.882 0.00
H -3.729 -0.973 2.797 0.00
H -4.749 2.151 -1.610 0.00
H 0.265 2.083 -2.657 0.00
H 1.759 -2.022 4.830 0.00
H -1.360 3.802 -3.603 0.00
H 1.487 3.766 -1.376 0.00
H 3.273 0.406 -1.964 0.00
H 5.157 -1.926 0.164 0.00
H 1.462 2.246 4.636 0.00
H 0.347 -4.331 0.888 0.03
H -2.663 -3.815 2.485 0.00
H 5.208 2.052 -0.186 0.00
H -2.996 -3.361 0.052 0.00
H 0.079 3.716 3.026 0.00
H 3.286 1.181 0.719 0.00
H -4.438 6.381 -2.155 0.00
H 2.790 -5.628 1.251 0.00
H -6.638 0.504 -5.212 0.00
H -0.953 -3.359 2.385 0.00
H -0.023 -6.040 1.349 0.00
H 0.666 -3.081 -4.498 0.00
H 3.686 -0.751 1.767 0.00
H -1.027 -2.704 -2.457 0.00
H 2.727 -1.390 -4.070 0.00
H 2.684 1.421 3.665 0.00
H 6.404 3.773 -1.467 0.00
H -5.679 4.426 -1.300 0.00
H -0.721 -5.344 -0.132 0.00
H -2.858 2.161 0.349 0.00
H 0.501 3.913 0.517 0.00
H 2.940 -1.016 5.695 0.00
H -3.746 -0.401 1.119 0.00
H 1.864 2.220 0.866 0.00
H -2.997 -1.650 -2.696 0.00
H -6.736 -1.914 -4.756 0.00
H -3.136 3.805 0.929 0.00
H -0.490 0.382 -7.220 0.00
```

Computed properties:
HOMO (spin up / spin down)   -7.534 / -7.690 eV
Spin multiplicity   2
⟨S²⟩   0.76
LUMO (spin up / spin down)   0.468 / 0.126 eV
Relative energy (zero: lowest compared OMol25 entry of this formula, charge and spin)   38.99 kcal per mole



No. 3
DFT (ωB97M-V/def2-TZVPD) results for a 10-piece molecular cluster, C53H95BN3O15P2S overall.

Structure (XYZ):
```
170
Properties=species:S:1:pos:R:3:lowdin_charge:R:1
S -0.142 4.383 -1.422 0.14
P 0.122 2.747 -0.337 0.56
P -0.716 -1.156 -2.633 0.81
O -3.431 4.272 -3.639 0.06
O -9.516 5.437 2.437 0.06
O -0.599 -4.105 1.417 -0.14
O 6.392 0.712 0.647 0.02
O -3.934 -7.746 -2.433 0.07
O 1.052 0.316 -0.548 -0.06
O -1.087 -0.453 -0.189 -0.02
O -6.595 -4.489 -0.616 0.04
O 1.823 -4.900 -3.477 0.05
O 5.740 -1.751 -5.178 0.05
O -1.469 5.154 3.343 0.06
O 2.850 -2.211 3.085 0.03
O 8.284 -2.010 5.557 0.05
O -1.791 -2.191 -2.659 -0.43
O 9.304 -0.854 0.202 0.06
N 4.664 1.186 -2.122 -0.05
N -5.025 3.382 1.108 -0.13
N 2.783 -0.462 4.517 0.12
C 1.093 1.369 -2.581 -0.17
C 2.381 2.185 -2.263 -0.21
C -3.279 6.579 2.797 -0.02
C 7.227 -1.836 6.123 -0.51
C -1.833 6.275 3.069 -0.51
C -3.475 1.622 0.308 -0.14
C 3.637 1.687 -3.039 -0.20
C -4.806 -3.160 -1.455 -0.02
C -3.087 1.930 -1.169 -0.20
C 0.646 -2.202 0.317 -0.03
C 5.562 -2.864 -4.734 -0.50
C 6.671 -3.612 -4.031 -0.03
C -1.078 0.236 -1.413 -0.47
C 4.209 4.207 1.155 -0.10
C 4.548 3.436 2.247 -0.10
C -4.341 -8.550 -1.627 -0.51
C 5.286 2.651 -0.298 -0.15
C -4.502 -4.861 0.445 -0.01
C 0.205 1.171 -1.325 -0.50
C -1.273 -2.863 1.967 -0.02
C -2.885 5.057 -4.378 -0.50
C 2.222 -6.852 -2.180 -0.02
C 5.957 -2.491 5.649 -0.02
C 5.293 2.279 2.067 -0.03
C 2.188 -0.125 2.056 -0.12
C -5.712 -8.424 -1.009 -0.02
C -3.496 -9.725 -1.194 -0.03
C 5.667 1.883 0.790 -0.27
C -1.397 5.015 -4.622 -0.05
C 4.571 3.829 -0.133 -0.05
C -5.419 -4.197 -0.550 -0.50
C 0.620 -0.063 1.873 -0.05
C 9.064 -1.957 0.643 -0.50
C -7.097 4.023 0.551 -0.09
C -10.671 5.243 2.141 -0.49
C 5.654 2.183 -1.716 -0.16
C 7.700 -2.584 0.502 -0.01
C -7.035 3.808 1.975 -0.11
C 10.121 -2.764 1.357 -0.02
C -2.423 0.765 -1.932 -0.14
C 0.074 -5.453 -1.971 -0.01
C -5.761 3.426 2.282 -0.11
C 4.233 -3.563 -4.852 -0.03
C -5.838 3.729 0.091 -0.12
C -11.055 4.208 1.112 -0.02
C -3.671 6.127 -5.102 -0.03
C -0.681 -2.992 0.545 -0.31
C -0.855 7.421 2.984 -0.03
C 1.410 -5.660 -2.627 -0.49
C -11.792 6.026 2.783 -0.03
C 2.607 -1.019 3.209 -0.50
C -3.613 2.985 1.091 -0.14
C 7.128 -0.947 7.340 -0.03
B 0.302 -0.579 0.346 -0.87
H 6.443 -0.121 7.143 0.08
H -0.940 5.955 -4.309 0.08
H -0.864 7.844 1.979 0.09
H -3.648 7.304 3.526 0.08
H 1.454 0.408 -2.976 0.09
H 10.298 -3.701 0.826 0.08
H -11.698 3.452 1.566 0.09
H -1.116 8.189 3.714 0.08
H -3.313 2.845 2.137 0.11
H -5.481 3.769 -0.935 0.12
H 7.569 -2.995 -4.015 0.08
H 2.443 -6.773 -1.114 0.09
H -5.328 3.192 3.248 0.11
H 11.050 -2.196 1.387 0.08
H -1.201 4.838 -5.683 0.08
H -2.345 1.029 -2.997 0.11
H -0.393 -4.560 -2.389 0.07
H -7.842 3.950 2.681 0.07
H 2.190 3.211 -2.602 0.07
H 5.220 -1.732 5.377 0.07
H -0.728 -0.527 -3.918 0.03
H -4.485 1.193 0.348 0.12
H -2.335 -3.102 2.036 0.08
H -3.859 5.662 2.891 0.07
H -4.396 -2.341 -0.861 0.08
H 3.161 -6.879 -2.732 0.07
H 2.629 0.879 2.172 0.10
H 2.676 -0.558 1.171 0.12
H -5.623 -8.320 0.074 0.08
H -4.014 -3.606 -2.058 0.08
H 5.554 -3.136 6.431 0.09
H -4.724 6.043 -4.837 0.08
H -3.568 5.999 -6.181 0.08
H 7.043 -1.896 -0.029 0.07
H -6.313 -9.302 -1.253 0.08
H 6.378 -3.833 -3.003 0.08
H -5.067 -5.584 1.032 0.07
H 4.039 2.510 -3.663 0.11
H 5.727 3.052 -2.393 0.11
H -1.399 -3.030 -0.284 0.12
H -3.400 6.968 1.785 0.09
H -3.312 7.115 -4.809 0.08
H -0.959 4.205 -4.043 0.01
H -5.572 -2.763 -2.119 0.08
H 6.775 -1.525 8.196 0.08
H -4.033 2.135 -1.698 0.10
H 8.111 -0.541 7.572 0.08
H 0.209 -5.311 -0.896 0.08
H 0.148 7.056 3.202 0.08
H 7.285 0.883 0.974 0.10
H -11.574 4.684 0.278 0.09
H -0.909 2.692 0.626 -0.01
H 7.775 -3.512 -0.068 0.08
H 3.530 -2.917 -5.373 0.09
H -0.602 -2.813 2.821 0.11
H -10.156 3.723 0.735 0.07
H 1.236 -2.575 1.166 0.09
H 2.640 2.147 -1.202 0.08
H 0.533 1.864 -3.391 0.11
H 2.423 0.488 4.521 0.08
H 4.294 4.430 -0.997 0.12
H -4.001 -10.660 -1.444 0.08
H 1.052 -2.582 -0.638 0.08
H -7.948 4.344 -0.036 0.08
H 3.837 -3.782 -3.862 0.06
H -2.966 3.772 0.676 0.11
H 6.650 1.715 -1.705 0.12
H -12.467 5.349 3.309 0.08
H -0.576 -6.310 -2.156 0.09
H -4.083 -4.112 1.118 0.07
H -2.730 1.034 0.856 0.10
H 6.170 -3.098 4.771 0.08
H -3.129 -0.080 -1.869 0.11
H 2.286 -1.068 5.160 0.09
H -3.314 -9.677 -0.119 0.08
H 7.278 -2.784 1.488 0.09
H -12.343 6.582 2.022 0.08
H 5.113 0.358 -2.489 0.10
H 0.319 0.982 2.082 0.08
H 1.348 2.917 0.337 0.00
H -3.699 -5.383 -0.080 0.09
H 4.255 3.705 3.262 0.10
H 3.371 0.873 -3.731 0.11
H 9.802 -2.972 2.380 0.08
H -11.374 6.732 3.499 0.08
H 3.621 5.120 1.262 0.10
H 4.347 -4.489 -5.418 0.09
H 6.890 -4.540 -4.562 0.08
H 1.671 -7.773 -2.378 0.08
H 0.591 -1.662 -2.474 0.04
H -6.207 -7.539 -1.406 0.08
H 5.570 1.685 2.939 0.12
H -2.540 -9.692 -1.714 0.08
H -2.533 2.879 -1.219 0.04
H 0.190 -0.677 2.680 0.08
```

Computed properties:
HOMO   -5.423 eV
Charge   -1
LUMO   2.117 eV



No. 4
DFT (ωB97M-V/def2-TZVPD) results for C35H24BaClN5O10S2 as an isolated structure.

Structure (XYZ):
```
78
Properties=species:S:1:pos:R:3:lowdin_charge:R:1
Ba -0.074 -1.104 1.308 2.03
Cl 2.588 -3.077 -6.102 0.63
S 3.050 -1.632 -0.115 0.51
S 3.391 -0.714 -3.214 0.99
O -1.432 -2.720 -0.458 -0.15
O 1.321 0.832 6.360 0.02
O 2.412 -2.343 0.983 -0.46
O -2.419 -2.845 -3.046 -0.05
O -2.377 -0.729 -0.132 -0.16
O -2.549 -1.940 6.347 0.05
O 1.014 -0.394 3.662 -0.22
O -1.349 -1.876 3.595 -0.16
O -0.932 -0.118 7.989 0.05
O 3.959 -2.369 -0.962 -0.36
N -1.227 1.965 -0.131 0.12
N 0.990 0.114 -2.777 0.03
N 1.867 -0.926 -0.893 -0.23
N 6.049 2.877 2.371 0.07
N -0.941 1.994 2.583 0.12
C 3.986 -0.335 0.648 -0.27
C 0.463 0.022 6.010 -0.36
C -3.331 2.193 2.872 -0.15
C 1.319 0.438 -4.065 -0.29
C 4.300 1.194 2.471 -0.01
C 3.625 0.126 1.909 -0.04
C -4.627 2.292 2.267 -0.03
C 1.125 -3.360 -3.832 -0.10
C -1.221 -2.848 -3.720 -0.24
C 0.297 -0.579 4.691 -0.38
C -2.124 -1.744 -0.828 -0.72
C -0.914 -1.353 4.652 -0.36
C -2.481 -1.915 -5.684 -0.03
C -1.531 -1.365 5.989 -0.32
C 1.976 -0.499 -2.170 -0.69
C 1.119 -2.976 -5.160 -0.67
C -0.808 2.046 3.888 -0.12
C -3.618 2.235 0.071 -0.16
C -2.333 2.098 0.624 -0.18
C -1.217 -2.431 -5.053 -0.20
C -0.060 -3.301 -3.112 0.03
C -2.185 2.089 2.067 -0.16
C -2.674 -1.692 -2.252 -0.09
C 2.549 0.088 -4.493 -0.45
C -0.686 -0.459 6.844 -0.31
C -1.360 1.975 -1.437 -0.14
C 5.343 1.812 1.784 -0.33
C -0.033 -2.509 -5.770 -0.09
C -2.595 2.131 -2.089 -0.07
C -3.724 2.251 -1.328 -0.03
C -4.764 2.321 0.926 -0.04
C 5.038 0.258 -0.035 -0.07
C -1.889 2.143 4.784 -0.02
C -3.154 2.200 4.269 -0.01
C 5.713 1.327 0.531 -0.04
H -0.455 1.809 -2.010 0.08
H 5.519 3.349 3.088 0.08
H 4.002 1.543 3.453 0.12
H -2.256 -0.795 -2.721 0.12
H 6.539 1.789 0.001 0.10
H -4.021 2.246 4.918 0.11
H -5.746 2.396 0.470 0.10
H 2.043 -3.685 -3.360 0.11
H -1.696 2.134 5.849 0.11
H -2.637 2.130 -3.171 0.10
H 6.412 3.535 1.699 0.07
H -4.704 2.349 -1.785 0.11
H -3.299 -2.623 -5.548 0.08
H -0.002 -2.199 -6.807 0.10
H 2.829 -0.333 2.482 0.07
H 2.981 0.212 -5.472 0.05
H -0.105 -3.571 -2.066 0.11
H 0.579 0.935 -4.680 0.10
H -3.758 -1.580 -2.194 0.13
H -5.494 2.340 2.916 0.11
H -2.335 -1.736 -6.749 0.07
H 5.327 -0.122 -1.006 0.09
H 0.202 1.986 4.274 0.11
H -2.793 -0.978 -5.217 0.08
```

Computed properties:
HOMO   -1.640 eV
Charge   -2
LUMO   3.785 eV
Relative energy (zero: lowest compared OMol25 entry of this formula, charge and spin)   0.00 kcal per mole



Sequential calculated total energy output: -26828.108; -136541.502; -121775.552; -99504.129 eV